Entry 1:
Here is an isolated ion of composition C4H9N2 and charge +1 from the OMol25 dataset. Energies are from ωB97M-V with the def2-TZVPD basis set.

Each line ends with the natural charge from an NBO analysis.
Cartesian coordinates (Å):
C 2.201 -0.212 0.047  0.540
C 1.161 -1.160 -0.390  -0.532
C 0.072 -0.105 -0.539  -0.358
C -2.228 0.205 0.061  -0.399
N 2.953 0.701 0.125  -0.522
N -0.827 0.316 0.645  -0.520
H 1.465 -1.323 -1.435  0.307
H 1.169 -1.967 0.376  0.277
H 0.121 0.652 -1.340  0.226
H -2.298 -0.815 -0.149  0.232
H -3.099 0.477 0.789  0.234
H -2.300 0.858 -0.847  0.242
H 2.776 1.677 0.235  0.430
H -0.651 -0.447 1.324  0.425
H -0.516 1.142 1.098  0.417

Computed properties:
E_tot ... -266.90551 hartree
Frontier orbital gap ... 8.1862 eV
Net charge ... +1
Largest force on an atom ... 3.51 eV/A
ΔE to the lowest compared entry with this formula, charge and spin ... 121.6 kcal per mole



Entry 2:
Here is C46H40N8OPbS3 as an isolated structure from the OMol25 dataset. Energies are from ωB97M-V with the def2-TZVPD basis set.

Each line ends with the Mulliken charge.
Cartesian coordinates (Å):
Pb 2.079 -0.473 -0.632  1.964
C 5.177 1.062 -1.859  -1.184
N 4.686 -0.286 -1.576  1.138
C 4.709 -1.131 -2.764  -1.186
C 3.649 -0.776 -3.828  -1.651
N 2.274 -0.481 -3.374  1.478
C 1.867 0.859 -3.782  -1.647
C 1.330 -1.498 -3.666  -0.617
C 0.285 -1.307 -4.568  -0.460
C -0.601 -2.323 -4.877  -0.872
C -0.452 -3.582 -4.308  -0.740
C 0.538 -3.783 -3.376  -0.698
C 1.400 -2.746 -3.005  0.965
S 2.394 -3.021 -1.604  -0.240
C 5.307 -0.843 -0.421  -0.091
C 6.278 -1.838 -0.494  -0.301
C 6.890 -2.326 0.648  -0.858
C 6.530 -1.847 1.901  -0.819
C 5.546 -0.889 2.002  -0.946
C 4.933 -0.373 0.860  0.834
S 3.715 0.849 1.082  -0.298
H 6.184 1.023 -2.290  0.242
H 5.220 1.647 -0.944  0.430
H 4.512 1.563 -2.561  0.276
H 4.542 -2.160 -2.444  0.606
H 5.675 -1.070 -3.281  0.499
H 3.628 -1.631 -4.511  0.308
H 3.993 0.085 -4.406  0.657
H 1.881 0.980 -4.871  0.481
H 2.553 1.583 -3.348  0.144
H 0.868 1.077 -3.408  0.433
H 0.165 -0.364 -5.072  0.507
H -1.400 -2.131 -5.576  0.457
H -1.113 -4.386 -4.585  0.468
H 0.654 -4.735 -2.883  0.463
H 6.605 -2.205 -1.455  0.491
H 7.668 -3.067 0.559  0.467
H 7.034 -2.195 2.787  0.484
H 5.241 -0.494 2.959  0.498
C -9.915 6.978 0.261  -0.831
O -9.768 5.584 0.073  -0.451
C -8.552 5.047 0.023  0.847
C -7.353 5.767 0.128  -0.667
C -6.147 5.114 0.056  -0.730
C -6.084 3.726 -0.122  0.499
C -7.285 3.007 -0.226  -0.537
C -8.491 3.651 -0.154  -0.653
C -4.826 3.036 -0.225  0.270
N -4.659 1.737 -0.399  -0.865
C -3.325 1.532 -0.468  0.640
C -2.647 2.754 -0.331  0.154
N -3.619 3.689 -0.175  -0.170
C -1.245 2.877 -0.419  0.795
C -0.553 4.098 -0.362  -0.812
C 0.811 4.098 -0.509  -1.225
C 1.461 2.877 -0.697  -0.465
N 0.833 1.720 -0.734  0.471
C -0.502 1.681 -0.607  0.132
C -1.174 0.402 -0.666  -0.498
N -0.424 -0.713 -0.744  0.366
C -1.014 -1.889 -0.805  -0.821
C -2.399 -2.055 -0.827  -1.163
C -3.199 -0.939 -0.738  -0.714
C -2.591 0.321 -0.630  0.738
H -10.988 7.163 0.279  0.244
H -9.460 7.538 -0.560  0.346
H -9.473 7.297 1.209  0.348
H -7.362 6.836 0.261  0.430
H -5.248 5.707 0.136  0.209
H -7.234 1.941 -0.371  0.483
H -9.422 3.116 -0.237  0.448
H -3.490 4.676 -0.033  0.186
H -1.097 5.017 -0.212  0.477
H 1.382 5.010 -0.482  0.507
H 2.535 2.846 -0.803  0.366
H -0.366 -2.751 -0.831  0.782
H -2.818 -3.045 -0.903  0.528
H -4.278 -0.989 -0.737  0.619
S 1.994 -2.228 6.132  -0.078
C 1.898 -1.959 4.378  0.243
C 2.682 -2.684 3.489  -1.110
C 2.571 -2.415 2.139  -0.197
N 1.743 -1.494 1.650  0.244
C 0.976 -0.816 2.504  -0.086
C 1.024 -1.002 3.871  -0.944
C 1.319 -3.903 6.056  0.228
C 2.126 -5.022 5.960  -0.093
C 1.497 -6.258 5.846  -0.455
N 0.187 -6.383 5.831  -0.541
C -0.582 -5.322 5.949  -0.443
C -0.060 -4.040 6.065  -0.196
H 3.374 -3.431 3.841  0.445
H 3.178 -2.949 1.421  0.435
H 0.294 -0.102 2.065  0.363
H 0.403 -0.421 4.532  0.541
H 3.201 -4.948 5.976  0.500
H 2.068 -7.172 5.753  0.381
H -1.649 -5.494 5.939  0.375
H -0.705 -3.181 6.157  0.420

Computed properties:
E_tot ... -3677.17447 hartree
Frontier orbital gap ... 3.7976 eV
Net charge ... +2
Largest force on an atom ... 1.43 eV/A
ΔE to the lowest compared entry with this formula, charge and spin ... 8.4 kcal per mole



Entry 3:
Here is C25H50N2P2Ti as an isolated structure from the OMol25 dataset. Energies are from ωB97M-V with the def2-TZVPD basis set.

Each line ends with the Mulliken charge.
Cartesian coordinates (Å):
C 0.960 2.812 -4.319  -1.022
C -0.317 2.364 -3.995  -0.743
C -0.527 1.435 -2.953  0.856
C 0.576 1.014 -2.249  1.313
C 1.882 1.402 -2.591  0.842
C 2.065 2.319 -3.622  -0.870
C -1.919 0.934 -2.759  -1.696
C -2.001 -0.575 -2.427  1.441
N -2.188 -1.412 -3.601  -0.154
Ti 0.354 -0.323 -0.630  -2.500
C 3.068 0.743 -1.938  -1.300
P 2.562 -1.063 -1.654  1.066
H -1.178 2.711 -4.570  0.481
H 3.080 2.621 -3.901  0.500
H 1.102 3.539 -5.130  0.417
H 3.301 1.149 -0.933  0.328
H 3.986 0.795 -2.544  0.619
H -2.430 1.441 -1.901  0.324
H -2.537 1.133 -3.652  0.485
H -1.026 -0.893 -1.877  -0.563
C 3.875 -1.855 -0.755  -1.164
C 2.577 -1.758 -3.334  -1.369
H -2.819 -0.763 -1.753  0.893
C -1.031 -1.528 -4.486  -0.719
C -2.758 -2.730 -3.261  -0.916
H 0.683 -1.331 0.887  -0.302
H -1.303 -2.119 -5.367  0.483
H -0.710 -0.540 -4.811  0.246
H -0.181 -2.030 -3.988  0.100
H -2.993 -3.270 -4.171  0.340
H -2.060 -3.332 -2.660  0.276
H -3.672 -2.576 -2.684  0.342
H 3.589 -1.724 -3.766  0.469
H 2.242 -2.808 -3.293  0.416
H 1.891 -1.207 -3.985  0.316
H 4.832 -1.779 -1.290  0.429
H 3.988 -1.403 0.242  0.366
H 3.636 -2.922 -0.615  0.398
H 0.175 -1.832 0.382  0.423
C 1.001 2.919 1.585  -1.628
C -0.493 2.616 1.862  1.887
C -1.026 3.150 3.169  -1.814
C -1.264 3.303 0.755  -1.864
P -0.942 0.590 1.814  0.171
N -0.827 0.668 0.202  0.393
C 0.633 0.220 3.443  2.115
C -0.057 0.150 4.810  -1.432
C 1.462 -1.002 3.212  -1.612
C 1.722 1.250 3.718  -2.244
C -1.623 -1.621 2.066  2.210
C -0.854 -3.010 2.026  -1.967
C -2.354 -1.691 3.383  -2.318
C -2.623 -1.667 0.950  -1.420
H 1.085 3.870 1.018  0.454
H 1.549 2.164 1.012  -0.033
H 1.546 3.261 2.478  0.569
H -0.838 4.243 3.201  0.464
H -2.093 2.982 3.261  0.394
H -0.573 2.764 4.097  0.261
H -0.889 3.088 -0.234  0.401
H -2.330 3.092 0.812  0.386
H -1.119 4.384 0.910  0.587
H -0.906 -0.582 4.950  0.051
H 0.681 -0.192 5.543  0.440
H -0.473 1.082 5.192  0.302
H 2.024 -1.109 2.281  0.199
H 2.265 -1.074 3.968  0.586
H 0.917 -1.960 3.532  0.112
H 2.454 1.376 2.917  0.398
H 1.379 2.201 4.153  0.374
H 2.331 0.887 4.552  0.687
H -0.160 -3.243 2.853  0.412
H -1.636 -3.758 2.209  0.518
H -0.412 -3.426 1.125  0.578
H -2.902 -0.793 3.683  0.352
H -3.094 -2.508 3.301  0.543
H -1.719 -2.076 4.171  0.570
H -3.367 -0.872 0.982  0.480
H -2.103 -1.682 -0.027  -0.018
H -3.149 -2.635 1.018  0.603

Computed properties:
E_tot ... -2623.38582 hartree
Frontier orbital gap ... 5.8659 eV
Net charge ... +2
Largest force on an atom ... 5.70 eV/A



Entry 4:
Here is a 3-piece molecular cluster, C5H16N2O overall from the OMol25 dataset. Energies are from ωB97M-V with the def2-TZVPD basis set.

Each line ends with the natural charge from an NBO analysis.
Cartesian coordinates (Å):
N -1.367 0.727 0.614  -1.092
C -1.204 0.569 -0.764  0.051
C 0.275 0.011 -1.185  -0.528
C 1.551 0.604 -0.450  -0.394
C 2.389 -0.488 0.177  -0.627
C -0.558 1.572 -1.551  -0.154
N -1.876 -2.236 0.177  -1.122
H -1.823 -1.318 0.639  0.397
H -2.245 1.176 0.803  0.364
H -1.975 -0.047 -1.234  0.213
H 0.220 -0.983 -0.709  0.389
H 0.594 -0.281 -2.193  0.277
H 1.155 1.231 0.348  0.246
H 2.150 1.221 -1.121  0.199
H 2.565 -1.321 -0.511  0.191
H 3.354 -0.089 0.489  0.222
H 1.875 -0.861 1.064  0.245
H -1.009 2.111 -2.386  0.250
H -0.060 2.244 -0.860  0.234
H -1.341 -2.877 0.755  0.355
H -2.834 -2.531 0.298  0.352
H -0.137 0.649 3.283  0.458
H -0.174 0.463 1.765  0.500
O 0.477 0.454 2.555  -1.028

Computed properties:
E_tot ... -384.65918 hartree
Frontier orbital gap ... 6.6751 eV
Largest force on an atom ... 4.15 eV/A
ΔE to the lowest compared entry with this formula, charge and spin ... 124.8 kcal per mole



Entry 5:
Here is C29H31N4O2RhS4Si2 as an isolated structure from the OMol25 dataset. Energies are from ωB97M-V with the def2-TZVPD basis set.

Each line ends with the Mulliken spin population.
Cartesian coordinates (Å):
Rh 0.873 -0.326 0.418  1.376
C -0.666 1.825 2.918  -0.018
Si 0.242 0.196 2.604  0.092
C 1.757 0.285 3.753  0.012
C -0.876 -1.127 3.418  0.042
C -1.278 -1.122 4.757  0.003
C -2.094 -2.118 5.265  0.000
C -2.530 -3.144 4.432  0.000
C -2.137 -3.160 3.104  -0.008
C -1.309 -2.162 2.585  -0.035
Si -0.659 -2.090 0.800  0.084
C 0.148 -3.781 0.489  0.029
C -2.189 -2.001 -0.320  -0.004
H -0.756 1.973 4.000  0.000
H -1.667 1.833 2.486  0.000
H -0.115 2.667 2.501  0.000
H 1.428 0.421 4.789  0.000
H 2.389 1.131 3.480  0.000
H 2.352 -0.627 3.691  0.003
H -0.949 -0.323 5.416  0.000
H -2.393 -2.101 6.308  0.000
H -3.170 -3.929 4.824  0.000
H -2.480 -3.967 2.462  0.001
H -0.461 -4.582 0.919  0.004
H 1.139 -3.812 0.943  -0.003
H 0.268 -3.960 -0.581  -0.001
H -2.756 -2.937 -0.264  0.001
H -1.891 -1.825 -1.351  0.013
H -2.839 -1.181 -0.011  -0.001
S -0.216 1.121 -1.053  0.379
C -1.225 2.359 -0.315  -0.015
C -0.658 3.553 0.137  0.027
C -1.457 4.550 0.671  -0.015
C -2.833 4.381 0.769  0.033
C -3.403 3.196 0.321  -0.015
C -2.608 2.197 -0.216  0.028
H 0.418 3.661 0.098  -0.008
H -0.996 5.463 1.029  -0.001
H -3.454 5.162 1.193  0.004
H -4.474 3.045 0.395  -0.001
H -3.050 1.271 -0.563  0.001
C 5.961 -1.541 1.149  0.001
N 5.090 -0.392 1.065  0.001
C 5.574 0.860 0.814  -0.002
C 4.757 1.910 0.672  0.004
C 3.306 1.714 0.777  0.015
O 2.533 2.669 0.768  -0.008
N 2.874 0.420 0.900  0.033
C 3.706 -0.625 1.082  -0.043
O 3.312 -1.778 1.265  0.011
H 6.977 -1.197 1.344  0.000
H 5.944 -2.120 0.222  0.000
H 5.632 -2.193 1.955  0.001
H 6.654 0.939 0.750  0.000
H 5.133 2.904 0.489  0.000
S 1.420 -0.533 -7.037  0.468
C 1.269 -0.044 -5.430  0.563
S 2.595 -0.182 -4.269  0.069
C 1.566 -0.900 -3.077  -0.004
N 0.271 -0.911 -3.436  0.262
N 0.079 -0.359 -4.626  0.267
C -1.226 -0.086 -5.028  -0.121
C -1.468 0.748 -6.125  0.091
C -2.773 1.028 -6.492  -0.056
C -3.845 0.496 -5.786  0.107
C -3.594 -0.318 -4.686  -0.055
C -2.301 -0.609 -4.301  0.100
S 2.092 -1.528 -1.619  0.234
H -0.637 1.164 -6.671  0.025
H -2.948 1.678 -7.341  -0.002
H -4.862 0.724 -6.079  0.010
H -4.415 -0.725 -4.109  -0.003
H -2.103 -1.225 -3.440  0.023

Computed properties:
E_tot ... -3775.58182 hartree
Frontier orbital gap (alpha / beta) ... 5.2775 / 5.4375 eV
Net charge ... -2
⟨S²⟩ ... 6.04
Largest force on an atom ... 0.45 eV/A
Spin multiplicity ... 5
ΔE to the lowest compared entry with this formula, charge and spin ... 6.5 kcal per mole



Entry 6:
Here is one molecule with the formula C3H6Cl2S from the OMol25 dataset. Energies are from ωB97M-V with the def2-TZVPD basis set.

Each line ends with the natural charge from an NBO analysis.
Cartesian coordinates (Å):
S -2.331 -1.048 -0.125  0.011
C -0.697 -0.844 0.472  -0.588
C 0.071 0.313 -0.317  -0.170
Cl -0.702 1.908 0.020  -0.083
C 1.497 0.599 0.164  -0.398
Cl 2.582 -0.809 -0.090  -0.064
H -2.442 -2.385 0.021  0.132
H 0.013 -1.579 0.239  0.239
H -0.556 -0.855 1.533  0.222
H -0.099 0.226 -1.387  0.233
H 1.292 0.801 1.210  0.225
H 1.907 1.492 -0.348  0.242

Computed properties:
E_tot ... -1436.45883 hartree
Frontier orbital gap ... 10.1889 eV
Largest force on an atom ... 3.08 eV/A
SMILES ... SC[C@@H](Cl)CCl
ΔE to the lowest compared entry with this formula, charge and spin ... 6.2 kcal per mole



Q: What is the largest force on an atom in the second record?
A: 1.43 eV/A